1.
{
  "formula": "C27H62N5O4",
  "method": "the ωB97M-V functional and the def2-TZVPD basis",
  "symbols": ["H", "C", "H", "H", "C", "H", "H", "C", "C", "H", "H", "H", "N", "N", "H", "H", "N", "H", "H", "H", "C", "H", "C", "H", "H", "H", "H", "O", "H", "H", "C", "C", "C", "H", "H", "H", "H", "H", "H", "C", "C", "C", "H", "H", "H", "H", "N", "C", "C", "H", "H", "H", "H", "H", "O", "C", "O", "C", "O", "C", "H", "H", "H", "H", "H", "H", "H", "C", "C", "C", "H", "H", "C", "H", "H", "C", "C", "C", "H", "N", "H", "H", "H", "H", "H", "C", "H", "C", "H", "H", "C", "H", "H", "H", "H", "H", "H", "H"],
  "xyz": [[1.45, -5.74, -5.23], [0.73, 7.18, -2.34], [-0.88, 8.17, -4.28], [1.86, 2.65, 7.22], [2.50, -0.43, 9.29], [-0.41, 6.48, -4.55], [3.39, -0.94, 6.73], [-7.59, -9.28, 2.25], [-0.96, 7.89, -7.12], [-7.27, -11.14, 1.29], [-7.05, -7.29, 3.27], [2.35, 7.27, -0.81], [1.74, -0.25, 7.90], [-7.10, -10.16, 1.15], [0.99, -1.00, -7.90], [2.02, -2.98, -6.33], [1.05, -3.79, -4.44], [0.66, 8.84, -6.18], [-0.99, -4.55, -4.79], [1.74, -1.91, -3.63], [0.09, -1.46, -7.50], [3.38, 0.81, 7.06], [3.35, -4.83, -4.26], [-0.67, -0.69, -7.64], [-7.71, -8.81, -0.44], [1.77, 5.76, -4.25], [-8.96, -10.00, -0.01], [-3.82, -0.17, 1.41], [1.84, -3.52, 8.94], [1.93, -0.15, 10.18], [1.48, 9.16, -3.56], [3.01, 6.50, -2.65], [-0.12, 7.52, -4.70], [-6.12, -9.91, 1.10], [-0.05, 6.42, -2.42], [-0.78, -1.81, -5.69], [0.17, 7.94, -1.80], [1.82, 9.54, -4.52], [3.35, 0.25, 9.28], [1.88, -2.96, -3.39], [2.31, 6.68, -3.98], [1.93, 6.66, -1.61], [0.09, -2.32, -8.18], [2.65, -2.21, 10.51], [3.70, -3.69, -2.46], [0.53, 3.53, 9.66], [1.14, 7.67, -3.75], [3.38, -3.51, -3.48], [1.03, -3.14, -5.91], [4.11, -2.76, -3.79], [-0.46, 3.61, 8.16], [1.45, -3.21, -2.42], [2.29, 2.26, 8.77], [-0.63, -2.97, -3.70], [-1.88, 0.53, 1.11], [-0.43, -3.99, -4.04], [-8.34, -9.66, 3.10], [0.76, 0.93, 7.95], [-3.55, 1.65, 0.54], [2.78, -0.04, 6.73], [2.79, 7.04, -4.89], [2.34, 0.17, 5.76], [3.74, -4.68, -5.27], [2.15, 9.23, -2.71], [-0.72, 7.62, -8.15], [0.94, 7.15, -6.50], [-1.71, 7.11, -6.99], [0.25, -1.86, -6.06], [2.24, -2.61, 8.47], [1.13, -1.70, 7.87], [0.36, -1.64, 8.64], [0.62, -3.83, -6.64], [-7.89, -9.85, -0.17], [3.37, 5.49, -2.47], [1.63, 5.73, -1.14], [2.95, -1.86, 9.52], [0.54, 3.48, 8.57], [-7.15, -7.82, 2.32], [-8.02, -7.35, 1.86], [-3.08, 0.65, 1.02], [-0.43, -4.69, -3.21], [3.78, -5.68, -3.73], [4.02, -2.05, 9.37], [-6.30, -7.46, 1.75], [0.08, 0.93, 7.09], [1.40, 2.29, 8.14], [0.76, -0.95, -5.73], [1.83, -5.10, -4.43], [2.91, -2.92, 7.67], [1.46, -5.65, -3.56], [0.20, 7.86, -6.13], [-0.03, 0.81, 8.69], [0.48, 9.55, -3.36], [0.58, -1.90, 6.96], [3.90, 7.11, -2.57], [0.96, 4.42, 8.21], [-7.56, -10.54, -0.94], [-1.44, 8.87, -7.14]],
  "mulliken_charge": [0.473, -0.748, 0.322, 0.309, -0.650, 0.383, 0.387, 0.359, -1.409, 0.369, 0.347, 0.311, 0.163, -0.073, 0.374, 0.363, 0.157, 0.188, 0.284, 0.321, -1.429, 0.422, -0.527, 0.353, 0.357, 0.354, 0.372, -0.671, 0.405, 0.367, -0.848, -0.764, -0.519, 0.391, 0.417, 0.303, 0.419, 0.293, 0.374, -0.593, -0.542, -0.477, 0.354, 0.334, 0.325, 0.328, 0.023, -0.604, -0.842, 0.340, 0.364, 0.437, 0.297, 0.541, -0.731, -1.073, -0.373, -0.794, -0.675, -0.890, 0.475, 0.303, 0.289, 0.416, 0.374, 0.319, 0.367, -0.017, -0.768, -0.620, 0.366, 0.500, -0.814, 0.352, 0.364, -0.392, -1.433, -0.940, 0.315, 1.077, 0.410, 0.386, 0.249, 0.333, 0.553, -0.225, 0.235, -0.814, 0.310, 0.452, -0.155, 0.401, 0.370, 0.451, 0.363, 0.390, 0.356, 0.352],
  "lumo_ev": -5.64,
  "total_charge": 3,
  "gap_ev": 4.1,
  "e_homo_ev": -9.7
}

=====

2.
{
  "formula": "C27H64BrClN9O8",
  "method": "the ωB97M-V functional and the def2-TZVPD basis",
  "symbols": ["H", "H", "C", "H", "H", "O", "C", "O", "H", "O", "C", "H", "O", "H", "O", "H", "C", "H", "H", "H", "H", "Cl", "H", "H", "H", "C", "O", "C", "C", "H", "H", "H", "H", "H", "H", "C", "H", "H", "O", "H", "Br", "H", "C", "H", "C", "C", "H", "C", "H", "H", "H", "H", "C", "O", "H", "C", "N", "H", "N", "H", "H", "N", "H", "H", "N", "N", "N", "H", "H", "C", "C", "N", "H", "H", "C", "C", "H", "H", "H", "H", "C", "H", "C", "H", "C", "H", "H", "H", "C", "H", "H", "H", "C", "C", "H", "C", "H", "H", "N", "H", "H", "H", "C", "H", "C", "H", "H", "H", "H", "N"],
  "xyz": [[2.01, 9.31, 0.37], [-5.49, -3.64, 0.57], [6.13, -2.56, -0.10], [-3.28, -4.47, -1.92], [-0.43, -0.06, 0.90], [7.54, 6.49, 0.04], [-2.22, -4.36, -1.70], [3.11, 1.58, 0.60], [-6.16, -7.76, 2.37], [2.77, 10.49, -1.10], [-0.25, -3.53, -2.80], [4.72, 3.85, 0.44], [0.47, -3.79, -1.85], [-0.72, 10.98, 1.23], [7.43, -4.33, 1.46], [-1.78, -5.33, -1.49], [-5.35, 0.11, -4.51], [5.70, -1.99, -0.92], [4.19, 8.82, -1.08], [5.24, 6.38, 1.54], [6.29, 2.81, 3.12], [3.50, -1.74, 2.01], [1.66, -2.99, 0.60], [-2.81, -4.33, -4.43], [0.47, 11.41, -2.28], [6.09, 1.88, 2.59], [-3.09, -0.98, -5.60], [7.53, -4.46, 0.26], [-0.19, -2.18, 1.42], [8.12, -5.27, -0.21], [7.67, -4.69, -2.28], [4.82, 7.68, -2.28], [-6.40, -9.42, 2.95], [5.34, -2.97, 0.53], [5.46, 2.56, -0.50], [-6.30, -6.74, 4.88], [4.17, 7.77, 1.25], [-6.30, 0.61, -4.34], [-5.45, -6.03, 4.37], [6.06, -4.00, -2.51], [-1.66, -0.28, 3.03], [5.70, 1.15, 3.29], [-1.02, -0.88, 1.31], [-5.56, 0.74, -7.85], [6.66, 6.88, -0.71], [-5.95, 0.80, -6.84], [7.49, -2.95, -2.53], [3.97, 1.47, 1.47], [6.79, 6.89, -1.81], [0.92, -1.65, -0.31], [-6.50, -4.25, 3.67], [-8.07, -8.24, 5.91], [5.17, 7.38, 1.10], [-3.48, -3.48, 0.84], [-0.70, 12.05, -1.11], [-2.35, -3.43, -4.03], [-4.98, -3.40, 2.54], [-7.26, -9.71, 5.35], [-5.03, 0.15, -5.92], [2.33, -0.30, 0.72], [3.81, 0.79, 2.32], [-6.66, -7.94, 4.40], [-2.11, -3.73, -0.82], [0.01, 9.37, 1.18], [2.04, -1.05, 1.38], [5.46, 7.33, -0.32], [0.64, 10.65, -0.34], [-0.02, -2.45, 2.47], [-1.72, -2.98, -4.79], [4.44, 7.78, -1.26], [5.47, 3.06, 0.47], [5.14, 2.10, 1.52], [-3.27, -4.13, 3.48], [1.00, 12.58, -1.07], [-6.00, -8.44, 3.20], [1.88, 10.12, -0.36], [-6.07, 1.85, -6.58], [-0.72, -3.00, 0.94], [-4.92, -8.52, 3.37], [-7.02, -3.55, 2.12], [-6.36, -3.43, 2.98], [6.45, 3.49, 0.65], [7.04, -3.83, -2.07], [7.03, 1.51, 2.18], [-4.63, -3.52, 1.25], [0.15, -3.08, -3.73], [1.55, -0.57, 2.14], [-4.57, 0.61, -3.93], [-7.68, -8.76, 5.04], [-6.92, 0.31, -6.81], [-3.33, -2.38, 3.23], [-5.43, -0.92, -4.16], [-3.89, -0.42, -6.34], [-0.39, 10.18, 0.57], [5.89, 8.02, 1.61], [0.33, 11.74, -1.25], [3.54, 7.17, -1.16], [6.76, -1.91, 0.51], [6.93, -3.65, -0.63], [-4.33, -3.15, 4.51], [-3.73, -0.34, -7.42], [-1.85, -1.06, 0.64], [1.12, -2.05, 0.68], [-8.50, -8.94, 4.34], [-3.92, -3.25, 3.51], [-1.25, 9.80, 0.01], [-6.61, -2.49, 3.48], [-6.85, -6.45, 5.79], [-3.13, -2.71, -3.77], [-1.56, -3.76, -2.85]],
  "mulliken_charge": [0.015, 0.279, -0.969, 0.354, 0.510, -0.598, -0.794, -0.780, 0.277, -0.662, 0.107, 0.299, -0.651, 0.333, -0.576, 0.347, -0.882, 0.405, 0.349, 0.207, 0.353, 0.047, 0.388, 0.325, 0.293, -0.948, -0.575, 0.083, -0.376, 0.273, 0.299, 0.296, 0.386, 0.272, 0.326, 0.099, 0.214, 0.370, -0.623, 0.312, -0.178, 0.327, -0.776, 0.294, 0.093, -0.917, 0.317, 0.241, 0.279, 0.347, 0.178, 0.290, -0.758, -0.621, 0.382, -1.104, 0.288, 0.343, 0.098, 0.433, 0.252, 0.115, 0.120, 0.312, -0.027, 0.173, 0.076, 0.522, 0.311, -0.842, -1.099, 0.173, 0.287, 0.296, -0.937, 0.454, 0.336, 0.146, 0.295, 0.290, -0.808, 0.468, -0.879, 0.366, 0.015, 0.353, 0.448, 0.283, -0.907, 0.338, -0.141, 0.255, 0.129, -0.900, 0.337, -0.947, 0.276, 0.342, 0.143, 0.381, 0.270, 0.354, -0.890, 0.345, -0.516, 0.335, 0.347, 0.326, 0.447, 0.239],
  "lumo_ev": -3.34,
  "total_charge": 1,
  "gap_ev": 7.2,
  "e_homo_ev": -10.5
}